<one>
The following is a DFT calculation (wB97M-V/def2-TZVPD) of 2 unconnected molecules or ions with the total composition C5H12ClN2.

Structure (ORCA input):
```
! wB97M-V def2-TZVPD RIJCOSX def2/J DEFGRID3
* xyz 1 1
C 0.406 -0.451 0.175
C 0.757 -1.837 -0.247
C -1.895 -0.949 -0.183
C -1.299 1.155 0.778
C 1.659 1.770 -0.753
N -0.828 -0.072 0.188
N 1.382 0.394 0.680
Cl 2.930 -0.147 1.051
H 1.790 -1.922 -0.457
H 0.546 -2.731 0.500
H 0.211 -1.875 -1.232
H -2.372 -1.314 0.670
H -2.657 -0.333 -0.625
H -1.548 -1.634 -0.957
H -1.554 0.815 1.793
H -0.373 1.605 0.957
H -2.078 1.751 0.317
H 0.693 2.366 -0.593
H 1.721 1.181 -1.676
H 2.510 2.227 -0.387
*
```

The calculation puts the orbital gap at 9.08 eV. The calculation puts the LUMO energy at -4.5 eV.

---

<two>
The following is a DFT calculation (wB97M-V/def2-TZVPD) of a gas-phase ion, C5H12ClN2 (charge +1).

Structure (ORCA input):
```
! wB97M-V def2-TZVPD RIJCOSX def2/J DEFGRID3
* xyz 1 1
H 1.667 -1.965 1.063
N 1.643 -1.986 0.045
C 1.631 -0.847 -0.443
C 1.713 0.401 0.393
N 0.718 1.485 0.009
C -0.605 1.026 -0.539
C -1.402 0.165 0.430
C -2.027 -1.057 -0.241
Cl -1.647 -2.560 0.625
H 1.594 -0.765 -1.516
H 2.689 0.833 0.235
H 1.629 0.218 1.450
H 1.168 2.066 -0.698
H 0.530 2.097 0.801
H -1.169 1.926 -0.717
H -0.468 0.585 -1.502
H -2.196 0.732 0.882
H -0.791 -0.189 1.242
H -1.698 -1.183 -1.258
H -3.097 -0.973 -0.246
*
```

Its SMILES is [H]/N=C\C[NH2+]CCCCl. The calculation puts the orbital gap at 10.19 eV. The calculation puts the LUMO energy at -3.7 eV.

---

Which of them is least stable? Easy: <one>.

---

<one>
The following is a DFT calculation (wB97M-V/def2-TZVPD) of 2 unconnected molecules or ions with the total composition C2H10N2O.

Structure (ORCA input):
```
! wB97M-V def2-TZVPD RIJCOSX def2/J DEFGRID3
* xyz 0 1
N -0.703 1.804 1.603
C -1.316 0.900 0.521
C -0.229 -0.134 -0.033
N -0.582 -1.437 -0.670
H 0.244 2.008 1.309
H -0.490 1.245 2.399
H -1.610 1.619 -0.267
H -2.161 0.187 0.812
H 0.551 0.341 -0.615
H 0.585 -0.228 0.749
H -1.521 -1.607 -0.563
H -0.449 -1.590 -1.754
O 2.265 -1.132 -0.852
H 3.076 -0.630 -0.762
H 2.339 -1.348 -1.876
*
```

Its SMILES is NCCN.O. The calculation puts the orbital gap at 9.36 eV. The calculation puts the LUMO energy at 0.6 eV.

---

<two>
The following is a DFT calculation (wB97M-V/def2-TZVPD) of 2 unconnected molecules or ions with the total composition C2H10N2O.

Structure (ORCA input):
```
! wB97M-V def2-TZVPD RIJCOSX def2/J DEFGRID3
* xyz 0 1
N 1.086 -1.536 -0.129
C 1.258 -0.330 0.715
C 0.260 0.780 0.320
N 0.739 1.805 -0.641
H 1.118 -1.193 -1.081
H 0.207 -1.974 0.112
H 2.261 0.083 0.528
H 1.266 -0.580 1.774
H -0.568 0.354 -0.250
H -0.116 1.313 1.213
H 1.732 1.698 -0.808
H 0.233 1.816 -1.510
O -2.990 -1.075 0.075
H -3.117 -0.851 -0.853
H -3.368 -0.311 0.535
*
```

Its SMILES is NCCN.O. The calculation puts the orbital gap at 9.43 eV. The calculation puts the LUMO energy at 0.7 eV.

---

Which of them is least stable? Easy: <one>.

---

<one>
The following is a DFT calculation (wB97M-V/def2-TZVPD) of a molecular structure, C48H52InN8SSi.

Structure (ORCA input):
```
! wB97M-V def2-TZVPD RIJCOSX def2/J DEFGRID3
* xyz 1 1
In -0.234 -0.139 -0.822
C -2.236 1.255 1.974
N -2.207 0.064 1.092
C -3.334 0.221 0.165
C -3.130 1.446 -0.688
C -4.193 2.230 -1.099
C -3.934 3.385 -1.821
C -2.619 3.733 -2.073
C -1.613 2.889 -1.633
N -1.862 1.753 -0.980
C -2.311 -1.183 1.829
C -2.209 -2.402 0.946
C -2.637 -3.640 1.409
C -2.466 -4.750 0.602
C -1.878 -4.590 -0.646
C -1.485 -3.323 -1.027
N -1.650 -2.247 -0.250
C 0.112 1.854 3.070
C 0.785 2.608 3.955
C 2.115 3.131 3.697
C 2.701 2.992 2.501
C 2.033 2.250 1.426
N 0.722 2.622 0.829
H -3.268 1.338 2.353
H -2.089 2.109 1.320
H -4.289 0.310 0.703
H -3.395 -0.664 -0.468
H -5.205 1.944 -0.841
H -4.747 4.014 -2.157
H -2.364 4.641 -2.602
H -0.571 3.106 -1.817
H -3.239 -1.234 2.418
H -1.480 -1.227 2.534
H -3.093 -3.723 2.387
H -2.787 -5.727 0.938
H -1.723 -5.428 -1.310
H -0.999 -3.152 -1.980
H 0.297 2.920 4.870
H 2.621 3.660 4.494
H 3.704 3.360 2.325
H 2.666 1.754 0.699
C 4.382 -0.781 1.871
C 4.008 -1.576 3.091
C 4.901 -2.469 3.674
C 4.560 -3.202 4.802
C 3.308 -3.053 5.378
C 2.398 -2.173 4.810
C 2.747 -1.447 3.680
N 1.797 -0.538 3.112
C 1.191 -0.740 1.911
N 1.204 -2.039 1.485
C 1.528 -2.510 0.171
C 1.185 -1.780 -0.956
C 1.608 -2.274 -2.190
C 2.287 -3.478 -2.294
C 2.555 -4.213 -1.147
C 2.193 -3.743 0.108
C 2.497 -4.548 1.345
N 0.588 0.219 1.249
C 0.749 1.539 1.779
C 0.180 3.896 1.088
C -0.796 4.427 1.854
C -1.738 4.057 2.925
C -1.994 2.919 3.575
C -1.378 1.565 3.247
C -1.613 0.605 4.419
H 5.439 -0.904 1.644
H 4.183 0.281 2.024
H 3.814 -1.101 0.993
H 5.885 -2.585 3.236
H 5.277 -3.887 5.234
H 3.038 -3.616 6.261
H 1.412 -2.041 5.239
H 1.609 0.324 3.603
H 1.546 -2.657 2.206
H 1.388 -1.708 -3.089
H 2.596 -3.853 -3.262
H 3.068 -5.165 -1.220
H 2.990 -5.480 1.078
H 1.586 -4.808 1.893
H 3.160 -4.016 2.036
H 0.680 4.613 0.444
H -0.902 5.481 1.619
H -2.316 4.914 3.254
H -2.749 2.931 4.354
H -2.676 0.376 4.530
H -1.272 1.069 5.345
H -1.065 -0.331 4.306
C 1.841 1.214 -6.276
Si 0.071 1.783 -6.122
C -0.055 3.525 -5.450
C -0.739 1.725 -7.808
C -0.912 0.615 -4.995
C -2.031 -0.051 -5.472
C -2.807 -0.872 -4.651
C -2.432 -0.997 -3.337
N -1.359 -0.372 -2.841
C -0.592 0.413 -3.633
S 0.773 1.155 -2.842
H 2.378 1.861 -6.975
H 1.886 0.195 -6.666
H 2.363 1.236 -5.320
H 0.450 4.227 -6.118
H 0.404 3.603 -4.464
H -1.102 3.831 -5.374
H -0.195 2.385 -8.489
H -1.776 2.067 -7.786
H -0.718 0.723 -8.242
H -2.322 0.071 -6.509
H -3.679 -1.389 -5.026
H -2.994 -1.611 -2.642
*
```

The calculation puts the orbital gap at 7.99 eV. The calculation puts the LUMO energy at -1.9 eV.

---

<two>
The following is a DFT calculation (wB97M-V/def2-TZVPD) of a molecular structure, C48H52InN8SSi.

Structure (ORCA input):
```
! wB97M-V def2-TZVPD RIJCOSX def2/J DEFGRID3
* xyz 1 1
In -0.192 -0.336 -0.759
C -2.181 1.090 1.900
N -2.129 -0.058 0.951
C -3.240 0.198 0.019
C -2.939 1.433 -0.793
C -3.936 2.288 -1.231
C -3.573 3.417 -1.946
C -2.228 3.663 -2.173
C -1.298 2.751 -1.710
N -1.649 1.647 -1.049
C -2.273 -1.350 1.610
C -2.259 -2.497 0.630
C -2.782 -3.737 0.966
C -2.720 -4.760 0.037
C -2.157 -4.508 -1.206
C -1.668 -3.242 -1.463
N -1.715 -2.260 -0.561
C 0.096 1.811 3.067
C 0.695 2.604 3.971
C 1.986 3.221 3.734
C 2.601 3.129 2.547
C 2.003 2.353 1.454
N 0.674 2.630 0.849
H -3.218 1.117 2.269
H -2.062 1.973 1.282
H -4.187 0.329 0.559
H -3.345 -0.649 -0.657
H -4.972 2.072 -1.006
H -4.328 4.103 -2.306
H -1.897 4.546 -2.700
H -0.239 2.886 -1.881
H -3.190 -1.399 2.215
H -1.426 -1.476 2.284
H -3.229 -3.889 1.939
H -3.115 -5.739 0.273
H -2.095 -5.274 -1.965
H -1.225 -2.986 -2.416
H 0.177 2.865 4.885
H 2.442 3.783 4.539
H 3.578 3.567 2.391
H 2.677 1.918 0.727
C 4.528 -0.783 1.810
C 4.199 -1.419 3.130
C 5.113 -2.257 3.758
C 4.843 -2.844 4.987
C 3.636 -2.594 5.620
C 2.703 -1.771 5.006
C 2.981 -1.194 3.774
N 2.003 -0.354 3.167
C 1.325 -0.671 2.033
N 1.327 -2.018 1.761
C 1.611 -2.622 0.498
C 1.215 -2.010 -0.681
C 1.601 -2.618 -1.878
C 2.306 -3.813 -1.886
C 2.632 -4.423 -0.684
C 2.301 -3.840 0.530
C 2.662 -4.514 1.830
N 0.685 0.206 1.300
C 0.772 1.548 1.787
C 0.025 3.853 1.120
C -0.993 4.298 1.887
C -1.904 3.846 2.957
C -2.079 2.679 3.583
C -1.363 1.388 3.204
C -1.533 0.335 4.300
H 5.582 -0.924 1.579
H 4.328 0.290 1.847
H 3.956 -1.206 0.980
H 6.061 -2.449 3.272
H 5.576 -3.490 5.449
H 3.419 -3.036 6.582
H 1.749 -1.574 5.479
H 1.840 0.544 3.597
H 1.727 -2.537 2.530
H 1.341 -2.147 -2.819
H 2.595 -4.272 -2.822
H 3.169 -5.364 -0.682
H 3.178 -5.453 1.635
H 1.768 -4.750 2.415
H 3.324 -3.908 2.455
H 0.466 4.614 0.483
H -1.183 5.341 1.658
H -2.536 4.656 3.304
H -2.826 2.615 4.366
H -2.581 0.049 4.408
H -1.190 0.734 5.255
H -0.946 -0.559 4.091
C 1.493 0.842 -6.481
Si -0.068 1.786 -6.081
C 0.315 3.396 -5.203
C -0.962 2.186 -7.678
C -1.243 0.733 -5.026
C -2.501 0.394 -5.499
C -3.383 -0.374 -4.737
C -2.962 -0.781 -3.493
N -1.759 -0.479 -2.997
C -0.914 0.243 -3.741
S 0.643 0.539 -3.001
H 2.132 1.440 -7.132
H 1.260 -0.087 -7.003
H 2.058 0.596 -5.582
H 0.938 4.020 -5.848
H 0.856 3.225 -4.272
H -0.595 3.956 -4.985
H -0.316 2.803 -8.304
H -1.885 2.743 -7.507
H -1.204 1.289 -8.252
H -2.815 0.733 -6.478
H -4.362 -0.643 -5.105
H -3.605 -1.379 -2.852
*
```

The calculation puts the orbital gap at 8.01 eV. The calculation puts the LUMO energy at -1.9 eV.

---

Which of them is least stable? Easy: <two>.